1.
This record from the Open Molecules 2025 dataset describes one molecule with the formula C5H4FNS. The level of theory is the ωB97M-V functional and the def2-TZVPD basis.

For the HOMO energy, the calculation gives -8.74 eV. Its spin multiplicity is 1. Its SMILES is C#C[C@@]1(F)CNC1=S. The calculation puts the energy above the lowest of the compared OMol25 structures with the same formula, charge and spin at 4.880 eV. The orbital gap is 9.16 eV.

Last column: natural (NBO) charge in e.
CARTESIAN COORDINATES (ANGSTROEM)
S  -2.119686  -0.945016  -0.095571  -0.005
F  0.729262  0.168454  1.629154  -0.284
N  -0.780646  1.303310  -0.628598  -0.567
C  -0.931514  0.073828  -0.032975  0.010
C  2.860649  -1.105314  -0.678044  -0.227
C  0.604356  1.604960  -0.271048  -0.253
C  1.685970  -0.672464  -0.329910  -0.079
C  0.588053  0.169835  0.391505  0.294
H  1.160639  1.659079  -1.143305  0.206
H  0.365947  2.513146  0.334744  0.221
H  3.676235  -1.885648  -0.963822  0.276
H  -1.231759  1.769352  -1.437858  0.408

Forces on atoms 1 to 2 (eV/Å):
S -1.43 -1.58 0.47
F 1.09 -0.48 5.97

2.
This record from the Open Molecules 2025 dataset describes a 2-piece molecular cluster, C5H4IN overall. The level of theory is the ωB97M-V functional and the def2-TZVPD basis.

For the HOMO energy (alpha / beta), the calculation gives -7.99 / -7.67 eV. Its spin multiplicity is 1. The calculation puts the energy above the lowest of the compared OMol25 structures with the same formula, charge and spin at 4.273 eV. The orbital gap (alpha / beta) is 6.90 / 6.15 eV.

Last column: natural (NBO) charge in e.
CARTESIAN COORDINATES (ANGSTROEM)
I  3.508039  -1.058409  -1.519216  0.141
N  -1.676154  -0.206474  -1.360259  -0.585
C  1.316332  0.996833  0.056716  -0.197
C  -1.338274  -0.398626  1.140959  -0.731
C  2.625925  1.622320  0.243949  -0.150
C  2.397507  0.479260  -0.540717  -0.317
C  -1.161293  -0.018515  -0.278778  0.607
H  -1.495122  -1.466330  1.121895  0.259
H  -0.501018  -0.197200  1.873170  0.288
H  -1.445657  0.256191  -2.219395  0.431
H  -2.230281  -0.009047  1.481678  0.254

Forces on atoms 1 to 2 (eV/Å):
I -0.77 0.84 0.37
N 0.87 0.62 2.11

3.
This record from the Open Molecules 2025 dataset describes C5H4LiO7Tl as an isolated structure. The level of theory is the ωB97M-V functional and the def2-TZVPD basis.

For the HOMO energy (alpha / beta), the calculation gives -2.51 / -2.51 eV. As for the total charge: -1. Its spin multiplicity is 2. The orbital gap (alpha / beta) is 2.91 / 2.90 eV.

Last column: natural (NBO) charge in e.
CARTESIAN COORDINATES (ANGSTROEM)
Tl  -4.580520  -3.651418  -0.205571  0.851
O  -4.050052  -1.904555  -1.545061  -0.831
O  -2.078256  -2.088184  -0.528714  -0.794
O  3.790686  0.332131  -0.771829  -0.553
O  0.540420  0.101408  0.654000  -0.850
O  1.439870  -1.224244  -0.856379  -0.849
O  2.114938  1.674538  -1.570655  -0.844
O  2.778493  1.773245  0.621152  -0.560
C  3.773249  1.153954  1.398307  -0.091
C  1.418454  -0.128813  -0.225200  0.704
C  4.322597  0.032347  0.490443  -0.099
C  2.506077  0.973770  -0.565659  0.655
C  -2.882034  -1.583173  -1.350060  0.794
Li  -0.315255  -1.577592  0.013732  0.888
H  3.356693  0.747645  2.334812  0.140
H  4.543578  1.896596  1.654388  0.144
H  5.418391  0.027969  0.429882  0.155
H  3.987229  -0.961621  0.836992  0.140

Forces on atoms 1 to 2 (eV/Å):
Tl 0.13 -0.32 0.36
O -1.18 0.39 -0.89

4.
This record from the Open Molecules 2025 dataset describes one molecule with the formula C5H4N2. The level of theory is the ωB97M-V functional and the def2-TZVPD basis.

For the HOMO energy, the calculation gives -9.11 eV. Its spin multiplicity is 1. Its SMILES is C#Cc1cc[nH]n1. The calculation puts the energy above the lowest of the compared OMol25 structures with the same formula, charge and spin at 1.964 eV. The orbital gap is 10.10 eV.

Last column: natural (NBO) charge in e.
CARTESIAN COORDINATES (ANGSTROEM)
N  -0.332036  1.248777  -0.126364  -0.219
N  -1.549037  0.904048  0.299715  -0.333
C  2.861279  0.127668  -0.914153  -0.197
C  -0.403443  -0.952536  0.421193  -0.303
C  1.732884  0.127829  -0.497552  -0.031
C  0.377588  0.133711  -0.051205  0.026
C  -1.649437  -0.417434  0.623159  -0.053
H  3.863789  0.139683  -1.275863  0.235
H  -2.263685  1.521322  -0.036573  0.411
H  -2.562318  -0.860541  1.002424  0.225
H  -0.075579  -1.972529  0.555216  0.238

Forces on atoms 1 to 2 (eV/Å):
N 0.15 -0.26 -0.20
N -0.06 -0.10 -0.22

5.
This record from the Open Molecules 2025 dataset describes C5H4N2 as an isolated structure. The level of theory is the ωB97M-V functional and the def2-TZVPD basis.

For the HOMO energy, the calculation gives -9.82 eV. Its spin multiplicity is 1. The calculation puts the energy above the lowest of the compared OMol25 structures with the same formula, charge and spin at 6.920 eV. The orbital gap is 10.37 eV.

Last column: natural (NBO) charge in e.
CARTESIAN COORDINATES (ANGSTROEM)
N  2.871311  0.690050  -1.118573  -0.267
N  -0.583497  1.156635  -0.288931  -0.540
C  -0.934097  -1.154176  1.329912  -0.405
C  0.116403  -0.421642  1.719694  -0.087
C  0.316036  0.193418  -0.980337  -0.185
C  -0.275752  -0.053079  0.353298  0.061
C  1.741043  0.457059  -1.039538  0.246
H  -0.095762  1.940716  0.142080  0.389
H  -1.867227  -1.579923  1.686468  0.269
H  -1.189802  -1.008474  0.093142  0.271
H  -0.098657  -0.220584  -1.897214  0.248

Forces on atoms 1 to 2 (eV/Å):
N -1.13 -0.24 0.09
N -0.01 0.18 0.12

6.
This record from the Open Molecules 2025 dataset describes one molecule with the formula C5H4N2. The level of theory is the ωB97M-V functional and the def2-TZVPD basis.

For the HOMO energy, the calculation gives -9.16 eV. Its spin multiplicity is 1. The calculation puts the energy above the lowest of the compared OMol25 structures with the same formula, charge and spin at 4.257 eV. The orbital gap is 9.84 eV.

Last column: natural (NBO) charge in e.
CARTESIAN COORDINATES (ANGSTROEM)
N  0.123616  -0.621574  -1.881537  -0.434
N  -0.765827  -1.467336  -1.155074  -0.246
C  0.446290  -0.029544  0.191641  -0.499
C  0.125837  1.084562  1.080910  -0.004
C  0.832064  0.286762  -1.254958  0.128
C  -0.129597  1.965063  1.859675  -0.206
C  -0.608084  -1.103136  0.056793  0.094
H  -0.345917  2.752814  2.548195  0.240
H  0.135757  -0.780071  -2.879962  0.410
H  1.358629  -0.520862  0.577083  0.297
H  -1.172767  -1.566680  0.857235  0.219

Forces on atoms 1 to 2 (eV/Å):
N 0.26 0.32 -0.15
N 0.07 0.14 0.47

7.
This record from the Open Molecules 2025 dataset describes one molecule with the formula C5H4N2. The level of theory is the ωB97M-V functional and the def2-TZVPD basis.

For the HOMO energy, the calculation gives -9.79 eV. Its spin multiplicity is 1. Its SMILES is C#C[C@H]1N[C@H]1C#N. The calculation puts the energy above the lowest of the compared OMol25 structures with the same formula, charge and spin at 4.258 eV. The orbital gap is 10.38 eV.

Last column: natural (NBO) charge in e.
CARTESIAN COORDINATES (ANGSTROEM)
N  -1.399863  2.073578  1.022747  -0.292
N  -1.101731  -1.279979  0.422817  -0.521
C  2.136537  0.676583  -0.208872  -0.188
C  -1.041596  1.158076  0.411013  0.251
C  0.233818  -0.997220  -0.114079  -0.120
C  1.415049  -0.196103  0.207515  -0.058
C  -0.907071  -0.070443  -0.350868  -0.168
H  -1.293234  -1.060347  1.395973  0.380
H  0.410744  -1.736368  -0.892512  0.233
H  -1.152239  0.043553  -1.403648  0.238
H  2.654849  1.496147  -0.675997  0.245

Forces on atoms 1 to 2 (eV/Å):
N 0.64 -0.80 -0.57
N 0.14 -0.16 0.41

8.
This record from the Open Molecules 2025 dataset describes one molecule with the formula C5H4N2. The level of theory is the ωB97M-V functional and the def2-TZVPD basis.

For the HOMO energy (alpha / beta), the calculation gives -8.65 / -8.65 eV. Its spin multiplicity is 1. The calculation puts the energy above the lowest of the compared OMol25 structures with the same formula, charge and spin at 4.695 eV. The orbital gap (alpha / beta) is 8.62 / 8.62 eV.

Last column: natural (NBO) charge in e.
CARTESIAN COORDINATES (ANGSTROEM)
N  -0.905437  1.258171  0.032488  -0.386
N  0.202721  0.778312  0.706585  -0.358
C  -1.373633  0.153674  -0.673025  0.020
C  2.925533  -1.001706  0.397627  -0.010
C  0.480095  -0.505776  0.405693  0.266
C  -0.642234  -0.947242  -0.397068  -0.302
C  1.699606  -1.057499  0.696541  -0.544
H  0.758605  1.374304  1.299300  0.431
H  -0.619852  2.029309  -0.567400  0.396
H  -2.207221  0.289003  -1.348601  0.231
H  -0.798602  -1.955572  -0.750024  0.255

Forces on atoms 1 to 2 (eV/Å):
N -0.04 -0.15 -0.12
N 0.28 -0.13 -0.05